Density functional theory data (wB97M-V/def2-TZVPD) for a structure of composition C5H10N4.

```
19
Properties=species:S:1:pos:R:3:forces:R:3:mulliken_charge:R:1
C -0.227387 -0.263817 0.708222 -1.925 0.980 -0.059 0.143
C -0.939540 -1.645697 0.741227 -1.042 -1.286 0.543 -0.831
C -1.990203 -1.100285 -0.330470 -1.628 -0.312 0.719 -0.502
C -0.728656 -0.308948 -0.758730 0.516 0.737 2.171 -0.258
C 1.034581 1.120411 -0.660246 2.300 2.054 1.544 0.319
H 2.998884 0.557921 1.198799 -0.535 0.374 -0.273 0.251
H 1.961113 1.865798 2.021421 0.254 -4.374 -2.572 0.272
H -1.003976 0.340358 1.374022 1.771 -0.536 -1.306 0.145
H -1.456816 -1.769883 1.671644 0.120 -0.770 0.655 0.381
H -0.503813 -2.581329 0.339451 0.274 0.695 0.595 0.322
H -2.904681 -0.654230 0.218899 1.760 -0.029 -0.964 0.292
H -2.439405 -1.877494 -1.038322 0.978 1.157 0.697 0.261
H -0.227904 -1.201789 -1.101927 1.138 0.316 -1.316 0.285
H -0.245082 1.182342 -2.288471 0.052 -0.616 3.069 0.335
H 1.749181 2.305685 -1.993901 0.787 -0.558 2.540 0.198
N 2.049513 0.727509 1.525219 -1.549 2.777 2.219 -0.879
N 1.073850 0.391979 0.557129 0.802 0.020 -0.562 0.308
N -0.218745 0.957349 -1.202221 -1.167 0.738 -5.406 -0.362
N 2.019086 1.954122 -0.981744 -2.906 -1.367 -2.295 -0.682
```
Forces are in eV/Å.

For the LUMO energy, the calculation gives 0.862 eV. The calculation puts the energy at -415.36453 hartree. As for the HOMO energy: -0.316 hartree. The spin multiplicity is 1. The energy above the lowest of the compared OMol25 structures with the same formula, charge and spin comes out at 120.7 kcal/mol.